[1]
{
  "formula": "C23H29N5O3PdSSe",
  "method": "the ωB97M-V functional and the def2-TZVPD basis",
  "species": ["Pd", "N", "C", "C", "C", "C", "C", "C", "S", "O", "O", "N", "C", "N", "C", "C", "C", "N", "H", "H", "H", "H", "H", "H", "H", "H", "H", "C", "N", "C", "C", "C", "O", "H", "H", "H", "H", "H", "H", "H", "H", "H", "C", "C", "C", "C", "C", "C", "Se", "C", "C", "C", "H", "H", "H", "H", "H", "H", "H", "H", "H", "H", "H"],
  "positions_angstrom": [[0.283, 0.451, -0.949], [-3.464, -4.807, 1.591], [-2.904, -4.016, 0.602], [-1.518, -3.940, 0.453], [-0.960, -3.104, -0.497], [-1.785, -2.342, -1.309], [-3.167, -2.405, -1.174], [-3.722, -3.236, -0.226], [-1.127, -1.219, -2.484], [-1.661, -1.485, -3.781], [0.347, -1.290, -2.331], [-1.482, 0.228, -1.876], [-2.175, 1.186, -2.609], [-1.606, 2.386, -2.716], [-2.312, 3.315, -3.350], [-3.552, 3.061, -3.908], [-4.035, 1.772, -3.747], [-3.373, 0.835, -3.085], [-2.893, -5.556, 1.942], [-4.428, -5.065, 1.464], [-0.878, -4.530, 1.097], [0.113, -3.030, -0.606], [-3.795, -1.784, -1.803], [-4.798, -3.281, -0.108], [-1.856, 4.297, -3.417], [-4.112, 3.822, -4.430], [-5.000, 1.482, -4.150], [2.717, 1.978, -2.263], [3.470, 0.775, -1.918], [4.432, 0.294, -2.902], [3.161, 0.048, -0.840], [4.029, -1.130, -0.500], [2.192, 0.305, -0.091], [3.415, 2.715, -2.659], [2.230, 2.380, -1.379], [1.949, 1.767, -3.012], [4.643, 1.103, -3.596], [4.032, -0.549, -3.468], [5.368, -0.002, -2.432], [5.085, -0.865, -0.461], [3.901, -1.908, -1.255], [3.707, -1.512, 0.463], [1.273, -0.014, 5.840], [0.894, 0.551, 4.498], [-0.262, 0.151, 3.849], [-0.633, 0.675, 2.612], [-1.893, 0.178, 1.962], [0.196, 1.633, 2.006], [-0.306, 2.373, 0.304], [1.378, 2.039, 2.641], [2.318, 3.029, 2.009], [1.702, 1.497, 3.877], [0.559, -0.770, 6.165], [1.302, 0.768, 6.601], [2.262, -0.474, 5.809], [-0.905, -0.589, 4.316], [-2.488, -0.403, 2.667], [-1.670, -0.458, 1.100], [-2.488, 1.005, 1.575], [2.646, 2.675, 1.030], [3.193, 3.180, 2.642], [1.836, 3.994, 1.844], [2.615, 1.817, 4.369]],
  "forces_ev_per_a": [[-0.015, 0.124, 0.007], [-0.001, 0.004, 0.006], [-0.003, -0.005, -0.002], [0.003, 0.010, 0.001], [-0.004, 0.013, 0.010], [-0.033, -0.018, -0.028], [-0.019, 0.002, 0.008], [0.001, 0.002, 0.000], [-0.173, -0.099, 0.012], [0.039, 0.013, 0.000], [0.003, -0.037, 0.047], [0.247, 0.068, -0.184], [-0.117, -0.069, 0.104], [-0.014, 0.040, -0.017], [0.013, -0.023, 0.012], [-0.012, -0.013, -0.002], [0.000, 0.026, -0.006], [0.006, -0.001, 0.001], [0.001, -0.001, -0.002], [0.000, -0.002, -0.003], [0.000, 0.000, 0.000], [0.001, -0.005, -0.001], [0.006, 0.001, -0.006], [0.000, -0.001, 0.000], [0.001, 0.001, -0.001], [-0.001, -0.002, -0.003], [0.000, 0.000, 0.001], [-0.027, -0.031, 0.008], [-0.052, -0.009, 0.039], [0.017, 0.006, 0.001], [-0.003, 0.043, 0.101], [0.011, -0.023, 0.003], [0.118, -0.008, -0.188], [-0.008, 0.000, -0.001], [-0.004, 0.005, 0.017], [0.002, -0.013, 0.010], [0.005, 0.001, 0.002], [0.002, 0.003, -0.002], [-0.005, -0.003, -0.007], [-0.001, -0.001, 0.003], [0.009, -0.007, 0.003], [-0.002, -0.001, -0.001], [-0.003, -0.001, 0.000], [0.005, -0.015, 0.037], [-0.003, 0.016, -0.024], [0.080, 0.057, 0.008], [-0.009, 0.014, -0.055], [-0.127, -0.133, 0.063], [0.053, 0.063, 0.008], [0.023, 0.014, -0.021], [-0.004, 0.027, -0.023], [0.014, -0.011, -0.013], [0.001, -0.001, 0.000], [-0.002, 0.000, 0.001], [0.001, -0.001, 0.001], [0.001, -0.002, 0.000], [0.002, 0.006, 0.004], [0.026, -0.015, -0.003], [-0.035, -0.010, 0.031], [-0.005, -0.018, 0.032], [0.003, 0.008, 0.001], [-0.015, 0.008, 0.014], [0.002, 0.004, -0.004]],
  "lowdin_charge": [0.672, 0.101, -0.319, -0.027, -0.062, -0.315, -0.052, -0.023, 0.600, -0.261, -0.400, -0.235, -0.475, 0.101, -0.128, -0.058, -0.124, 0.133, 0.090, 0.090, 0.111, 0.109, 0.114, 0.113, 0.109, 0.096, 0.109, -0.035, -0.127, -0.030, -0.473, 0.020, -0.116, 0.094, 0.041, 0.095, 0.090, 0.103, 0.086, 0.086, 0.098, 0.093, -0.057, -0.275, -0.020, -0.297, -0.086, -0.519, 0.750, -0.305, -0.087, -0.024, 0.070, 0.079, 0.077, 0.110, 0.075, 0.054, 0.057, 0.046, 0.073, 0.071, 0.114],
  "lumo_energy_ev": 0.11,
  "e_above_lowest_kcal_mol": 10.2,
  "homo_ev": -7.234,
  "gap_ha": 0.270
}

***

[2]
{
  "formula": "C23H29N5OTi",
  "method": "the ωB97M-V functional and the def2-TZVPD basis",
  "species": ["Ti", "C", "C", "C", "C", "C", "C", "C", "N", "N", "C", "C", "C", "C", "C", "C", "N", "C", "C", "C", "C", "C", "C", "N", "H", "H", "H", "H", "H", "H", "H", "H", "H", "H", "H", "H", "H", "H", "H", "H", "H", "H", "H", "H", "C", "N", "C", "C", "C", "O", "H", "H", "H", "H", "H", "H", "H", "H", "H"],
  "positions_angstrom": [[-0.085, 0.280, 0.106], [-1.033, 0.551, 3.098], [-1.353, 2.000, 2.739], [-2.190, 2.233, 1.503], [-3.217, 3.170, 1.511], [-3.950, 3.390, 0.357], [-3.659, 2.654, -0.786], [-2.639, 1.731, -0.718], [-1.908, 1.538, 0.394], [0.059, -0.085, 2.323], [-0.017, -1.558, 2.452], [-1.036, -2.163, 1.518], [-1.808, -3.252, 1.878], [-2.661, -3.807, 0.932], [-2.719, -3.253, -0.336], [-1.931, -2.150, -0.612], [-1.110, -1.613, 0.296], [1.387, 0.395, 2.735], [2.459, 0.068, 1.719], [3.793, 0.034, 2.088], [4.746, -0.284, 1.133], [4.337, -0.563, -0.165], [2.991, -0.491, -0.461], [2.067, -0.180, 0.457], [-1.924, -0.064, 2.956], [-0.778, 0.505, 4.163], [-0.438, 2.599, 2.679], [-1.901, 2.417, 3.585], [-3.436, 3.721, 2.415], [-4.745, 4.124, 0.349], [-4.218, 2.784, -1.701], [-2.373, 1.122, -1.575], [-0.230, -1.843, 3.487], [0.962, -1.967, 2.195], [-1.737, -3.665, 2.875], [-3.272, -4.663, 1.186], [-3.363, -3.661, -1.101], [-1.939, -1.681, -1.589], [1.673, -0.029, 3.705], [1.333, 1.477, 2.868], [4.078, 0.241, 3.111], [5.793, -0.324, 1.399], [5.046, -0.832, -0.934], [2.621, -0.690, -1.460], [0.849, 3.578, -3.625], [0.668, 2.545, -2.591], [1.003, 2.994, -1.247], [0.307, 1.302, -2.891], [0.092, 0.905, -4.323], [0.120, 0.414, -2.017], [0.841, 4.548, -3.136], [0.032, 3.554, -4.340], [1.801, 3.452, -4.139], [0.361, 3.828, -0.964], [2.044, 3.319, -1.221], [0.897, 2.216, -0.490], [0.586, 1.539, -5.050], [-0.982, 0.911, -4.520], [0.436, -0.120, -4.434]],
  "forces_ev_per_a": [[-0.028, -0.117, -0.822], [0.002, -0.100, 0.070], [-0.018, 0.088, 0.082], [-0.089, 0.058, 0.028], [0.022, -0.067, -0.026], [-0.006, 0.006, -0.031], [-0.049, -0.064, 0.099], [-0.038, 0.148, 0.102], [0.459, -0.154, -0.058], [-0.107, 0.046, -0.390], [-0.012, -0.031, 0.110], [-0.047, -0.036, 0.146], [0.007, -0.019, -0.086], [0.005, -0.003, 0.031], [0.012, 0.047, -0.033], [-0.043, -0.128, 0.039], [0.052, 0.000, 0.160], [-0.030, 0.009, 0.142], [0.090, -0.117, -0.012], [0.017, -0.068, -0.055], [-0.020, -0.002, -0.039], [-0.041, 0.013, 0.053], [0.076, -0.015, -0.064], [-0.229, 0.331, 0.378], [-0.006, 0.021, -0.017], [-0.020, -0.020, -0.002], [0.001, -0.022, -0.063], [0.024, 0.013, -0.006], [0.000, 0.000, 0.001], [-0.003, 0.000, 0.001], [-0.011, 0.004, 0.006], [-0.004, 0.021, -0.018], [0.027, -0.010, -0.002], [-0.013, -0.026, 0.005], [0.000, -0.001, 0.003], [-0.001, -0.002, -0.003], [-0.005, -0.006, 0.006], [-0.003, 0.005, 0.006], [-0.021, 0.041, 0.019], [0.040, -0.007, -0.008], [0.001, -0.013, 0.004], [0.003, 0.002, 0.001], [0.010, 0.002, 0.003], [0.000, 0.003, 0.006], [-0.009, -0.065, 0.054], [-0.005, 0.032, -0.072], [-0.040, -0.010, 0.057], [0.036, -0.086, -0.132], [-0.026, 0.000, 0.088], [-0.058, 0.181, 0.459], [0.005, 0.009, -0.014], [0.008, 0.011, -0.013], [-0.003, 0.024, -0.013], [0.002, -0.002, 0.012], [-0.013, 0.028, 0.008], [0.076, 0.023, -0.154], [0.025, 0.003, 0.001], [0.004, 0.024, -0.043], [-0.012, -0.004, -0.008]],
  "lowdin_charge": [0.917, -0.143, -0.096, -0.250, 0.014, -0.012, -0.023, -0.110, 0.014, -0.251, -0.101, -0.245, 0.017, -0.010, -0.019, -0.087, 0.009, -0.110, -0.249, 0.012, -0.009, -0.019, -0.089, 0.013, 0.140, 0.141, 0.123, 0.131, 0.129, 0.127, 0.121, 0.108, 0.144, 0.142, 0.130, 0.127, 0.122, 0.119, 0.148, 0.133, 0.132, 0.128, 0.123, 0.120, -0.003, -0.106, -0.004, -0.453, 0.043, -0.114, 0.099, 0.101, 0.112, 0.111, 0.118, 0.038, 0.083, 0.111, 0.104],
  "s2": 2.005,
  "spin_multiplicity": 3,
  "lumo_energy_ev": [-5.12, -5.24],
  "charge": 2,
  "e_above_lowest_kcal_mol": 0.0,
  "homo_ev": [-12.455, -15.288],
  "gap_ha": [0.270, 0.369]
}

***

[3]
{
  "formula": "C23H30BF24NO7S2Si",
  "method": "the ωB97M-V functional and the def2-TZVPD basis",
  "species": ["O", "B", "O", "O", "Si", "C", "C", "C", "S", "C", "S", "N", "C", "C", "O", "C", "C", "H", "H", "H", "H", "H", "H", "H", "H", "H", "H", "H", "H", "H", "H", "H", "H", "H", "H", "F", "C", "F", "C", "F", "F", "C", "O", "C", "F", "F", "C", "F", "F", "H", "H", "H", "H", "F", "C", "F", "C", "F", "F", "C", "O", "C", "F", "F", "C", "F", "F", "H", "H", "H", "H", "F", "C", "F", "C", "F", "F", "C", "O", "C", "F", "F", "C", "F", "F", "H", "H", "H", "H"],
  "positions_angstrom": [[-1.972, -7.357, 3.322], [-3.252, -6.935, 3.109], [-4.204, -7.318, 4.011], [-3.614, -6.120, 2.038], [-3.455, -6.699, 0.473], [-3.152, -5.244, -0.664], [-2.177, -4.227, -0.039], [-2.433, -2.778, -0.515], [-3.025, -1.613, 0.734], [-1.566, -1.162, 1.632], [-0.392, -2.224, 1.983], [-1.601, 0.193, 2.036], [-0.338, 0.895, 1.779], [-0.317, 2.229, 2.553], [-1.587, 2.708, 2.905], [-2.366, 1.786, 3.643], [-1.916, 0.343, 3.465], [-1.335, -6.834, 2.815], [-5.084, -7.237, 3.622], [-2.347, -7.676, 0.397], [-4.710, -7.383, 0.121], [-4.104, -4.755, -0.868], [-2.763, -5.635, -1.603], [-1.165, -4.492, -0.339], [-2.214, -4.266, 1.043], [-3.247, -2.799, -1.234], [-1.546, -2.372, -0.990], [0.522, 0.316, 2.121], [-0.222, 1.071, 0.712], [0.146, 2.960, 1.906], [0.349, 2.136, 3.416], [-2.409, 2.035, 4.707], [-3.374, 1.854, 3.238], [-1.065, 0.069, 4.093], [-2.779, -0.277, 3.700], [-9.260, -7.462, -0.119], [-8.060, -8.036, -0.324], [-7.219, -7.614, 0.651], [-7.461, -7.657, -1.683], [-7.101, -6.355, -1.687], [-6.321, -8.400, -1.784], [-8.275, -7.975, -2.947], [-9.087, -6.965, -3.520], [-10.356, -6.694, -3.072], [-10.822, -7.668, -2.266], [-11.155, -6.650, -4.161], [-10.467, -5.308, -2.418], [-9.547, -5.144, -1.451], [-11.697, -5.192, -1.867], [-8.166, -9.122, -0.248], [-7.523, -8.156, -3.712], [-8.831, -8.906, -2.830], [-10.332, -4.533, -3.175], [2.773, 6.215, 1.485], [2.174, 5.036, 1.230], [2.578, 4.156, 2.179], [2.529, 4.481, -0.152], [3.825, 4.102, -0.182], [1.770, 3.354, -0.282], [2.217, 5.348, -1.382], [3.240, 6.161, -1.927], [3.537, 7.406, -1.433], [2.573, 7.859, -0.607], [3.599, 8.245, -2.488], [4.921, 7.459, -0.774], [5.067, 6.495, 0.157], [5.075, 8.660, -0.167], [1.090, 5.159, 1.324], [2.019, 4.629, -2.174], [1.298, 5.916, -1.238], [5.699, 7.337, -1.530], [10.493, 4.208, -1.670], [9.208, 4.346, -2.045], [9.126, 4.125, -3.378], [8.671, 5.752, -1.758], [9.251, 6.655, -2.575], [7.346, 5.690, -2.096], [8.712, 6.260, -0.308], [9.796, 7.074, 0.108], [10.998, 6.554, 0.518], [10.916, 5.231, 0.760], [11.311, 7.162, 1.683], [12.145, 6.890, -0.447], [11.849, 6.534, -1.710], [13.248, 6.210, -0.056], [8.598, 3.599, -1.529], [7.857, 6.928, -0.225], [8.537, 5.447, 0.397], [12.349, 7.962, -0.417]],
  "forces_ev_per_a": [[0.314, 0.386, -0.018], [-0.355, 0.414, 0.223], [-0.154, -0.350, -0.218], [0.405, -0.753, -0.424], [-0.323, 0.484, -0.057], [0.105, -0.032, 0.527], [-0.020, 0.042, -0.533], [0.077, -0.831, 0.542], [0.159, 0.710, -0.154], [-0.377, -0.611, -0.325], [0.355, 0.109, -0.135], [0.245, -0.021, 0.360], [0.053, 0.293, 0.176], [0.356, -0.323, -0.165], [-0.011, 0.144, -0.015], [-0.228, -0.258, -0.048], [-0.431, 0.345, -0.401], [-0.145, -0.303, 0.090], [0.124, 0.192, 0.248], [0.100, 0.025, 0.091], [0.031, -0.091, -0.039], [-0.187, -0.093, -0.049], [-0.066, 0.080, -0.213], [0.140, -0.080, 0.194], [-0.003, 0.030, 0.150], [-0.040, 0.237, -0.176], [0.012, 0.260, -0.008], [0.039, -0.204, -0.041], [-0.167, -0.061, -0.131], [-0.036, 0.350, -0.074], [-0.163, -0.018, 0.251], [0.189, 0.164, 0.067], [-0.096, 0.130, 0.027], [0.059, -0.113, 0.084], [0.106, -0.248, 0.177], [0.042, 0.055, -0.062], [0.107, -0.169, 0.195], [-0.095, -0.019, -0.066], [-0.196, 0.512, -0.152], [0.018, -0.077, 0.054], [0.005, -0.132, -0.013], [-0.099, -0.441, -0.435], [0.084, 0.426, 0.498], [0.207, -0.373, -0.122], [0.017, 0.134, -0.062], [-0.080, -0.067, -0.008], [-0.089, 0.167, -0.004], [-0.017, -0.062, 0.034], [0.047, 0.006, -0.030], [-0.002, 0.016, -0.027], [0.048, 0.018, 0.011], [-0.040, 0.027, 0.202], [-0.010, -0.030, -0.011], [0.036, -0.062, -0.156], [-0.273, -0.004, 0.442], [0.038, -0.034, -0.164], [0.605, 0.179, -0.117], [-0.076, -0.037, 0.052], [-0.127, 0.010, -0.009], [-0.501, 0.082, -0.425], [0.438, -0.098, 0.463], [-0.394, -0.202, -0.075], [0.132, -0.007, -0.075], [-0.064, 0.081, 0.001], [0.294, 0.113, 0.017], [-0.042, 0.021, 0.015], [-0.047, -0.038, -0.033], [0.016, 0.031, -0.092], [0.015, -0.049, 0.006], [0.029, 0.029, 0.204], [-0.086, -0.002, -0.073], [-0.008, 0.077, -0.021], [-0.198, -0.175, -0.124], [0.036, 0.007, 0.065], [0.475, 0.375, 0.066], [-0.036, -0.079, -0.016], [-0.103, -0.052, 0.060], [-0.357, 0.002, 0.512], [0.350, -0.079, -0.571], [-0.421, -0.081, 0.118], [0.055, 0.129, -0.042], [0.012, -0.057, 0.087], [0.169, 0.081, -0.019], [-0.021, -0.072, 0.019], [-0.038, 0.039, -0.013], [0.027, 0.020, 0.021], [-0.022, 0.011, -0.026], [0.091, -0.142, -0.108], [-0.016, -0.013, 0.027]],
  "lowdin_charge": [0.181, -0.926, 0.191, -0.052, 0.653, -0.290, -0.336, -0.487, 0.914, -1.082, 0.751, -0.227, -0.168, -0.187, -0.111, -0.181, -0.165, 0.109, 0.109, 0.003, -0.019, 0.070, 0.075, 0.101, 0.047, 0.061, 0.074, 0.085, 0.121, 0.092, 0.126, 0.123, 0.124, 0.124, 0.127, 0.100, -0.302, 0.078, -0.446, 0.127, 0.088, -0.041, 0.050, -0.541, 0.148, 0.144, -0.286, 0.102, 0.101, 0.175, 0.149, 0.148, 0.175, 0.100, -0.307, 0.093, -0.438, 0.132, 0.098, -0.040, 0.053, -0.537, 0.150, 0.150, -0.290, 0.095, 0.101, 0.171, 0.150, 0.149, 0.155, 0.101, -0.304, 0.099, -0.434, 0.137, 0.092, -0.036, 0.054, -0.540, 0.149, 0.145, -0.285, 0.102, 0.100, 0.174, 0.135, 0.151, 0.175],
  "lumo_energy_ev": -0.41,
  "homo_ev": -8.711,
  "gap_ha": 0.305
}

***

F_max (hartree/bohr)
0.0061, 0.0162, 0.0194
DFT total energy (a.u.)
-4320.87083, -2091.95718, -4983.50035